# 1
Molecular formula: C62H39Cl4N6O5PbSTe
Method: DFT, ωB97M-V/def2-TZVPD

The total charge is -1. The frontier orbital gap is 5.147 eV. For the highest occupied orbital energy, the calculation gives -0.1508 Ha. For the relative energy (zero: lowest compared OMol25 entry of this formula, charge and spin), the calculation gives 543.8 kJ/mol. The largest force on an atom comes out at 1.5 eV/A. The value obtained for the total energy is -5790.620102 hartree.

Geometry as XYZ:
```
119
Properties=species:S:1:pos:R:3:mulliken_charge:R:1
Pb 0.89274 -1.68103 -0.08520 1.1496
Cl -4.22773 -9.04791 -2.01999 -0.2412
C -3.65871 -7.45210 -1.62287 0.4042
C -2.33208 -7.12377 -1.85167 -0.9770
C -1.88900 -5.85208 -1.52745 0.1249
C -2.74690 -4.90456 -0.96619 -0.9462
C -4.07538 -5.25871 -0.75891 0.1786
C -4.53569 -6.52747 -1.08529 -0.8265
C -2.16379 -3.58179 -0.57287 1.0140
C -1.80063 -2.74258 -1.68665 0.3553
C -2.28980 -2.91880 -3.04234 -1.6100
C -1.68194 -1.98439 -3.81637 -1.0186
C -0.82596 -1.21127 -2.93945 0.0710
C 0.01898 -0.16836 -3.29323 0.5403
C 0.09470 0.17473 -4.73956 -0.0724
C 1.31604 0.04462 -5.40204 -0.1470
C 1.42483 0.30913 -6.75622 -1.0772
C 0.30478 0.72915 -7.45635 0.3205
Cl 0.42671 1.04407 -9.16226 -0.2365
C -0.91350 0.88899 -6.82090 -1.4625
C -1.01236 0.60338 -5.46661 0.6696
C 0.86781 0.63438 -2.45260 0.0223
N 1.27539 0.34832 -1.17185 0.7050
C 2.03062 1.37162 -0.73996 0.8593
C 2.64437 1.41430 0.62087 0.1696
C 3.50853 2.64632 0.95093 -0.6172
C 3.15168 4.06171 0.70073 -1.0051
C 4.13819 4.95720 0.79578 -0.7368
C 5.52153 4.54200 1.02422 0.0370
Cl 6.66477 5.82754 1.27572 -0.2307
C 5.94062 3.27503 0.97765 -1.5455
C 4.95719 2.18631 0.71414 1.6354
C 2.45056 -0.11730 2.16706 0.0930
C 2.59518 0.40882 3.62386 -0.0569
C 1.43392 -0.31969 4.22154 -1.9179
C 0.96488 -1.24481 3.32600 -0.2377
N 1.65783 -1.26571 2.12620 -0.9244
C -0.09966 -2.20907 3.62553 1.0339
C -0.95405 -2.80217 2.74267 0.2249
C -1.74306 -3.99919 2.99091 -1.5993
C -2.26053 -4.40209 1.81365 -1.4114
C -1.89315 -3.43025 0.78430 0.3563
N -1.17089 -2.43800 1.41311 0.4001
C -0.29377 -2.51883 5.07148 -0.8465
C 0.27808 -3.62606 5.68674 0.2656
C 0.08678 -3.86690 7.04005 -0.9749
C -0.67720 -2.98339 7.78220 0.4099
Cl -0.90740 -3.26945 9.48395 -0.2431
C -1.26194 -1.87455 7.19271 -0.9708
C -1.07316 -1.65338 5.83760 0.1908
C 2.13198 2.35504 -1.74036 -1.5125
C 1.41447 1.88165 -2.82879 -1.3015
N -0.94625 -1.72305 -1.66299 0.4902
H -1.65361 -7.85790 -2.26475 0.3975
H -0.85074 -5.58769 -1.68690 0.5177
H -4.75606 -4.53523 -0.32707 0.4757
H -5.56937 -6.79918 -0.91746 0.4081
H -2.99844 -3.67004 -3.35524 0.5935
H -1.80273 -1.83571 -4.87771 0.5996
H 2.18360 -0.28197 -4.84349 0.4969
H 2.36982 0.18721 -7.26752 0.4269
H -1.77702 1.22922 -7.37601 0.4309
H -1.96776 0.72718 -4.97172 0.4313
H 2.12321 4.33449 0.50369 0.8194
H 3.95167 6.01459 0.66379 0.4646
H 6.98844 3.01928 1.06315 0.4906
H 5.16505 1.68318 -0.23323 0.6473
H 3.52636 0.29870 4.18804 0.5182
H 1.13249 -0.21400 5.25123 0.4900
H -1.84412 -4.48115 3.94994 0.5546
H -2.85348 -5.28430 1.64043 0.4417
H 0.88259 -4.30540 5.09858 0.4948
H 0.53037 -4.73000 7.51773 0.4025
H -1.85792 -1.19575 7.78775 0.3939
H -1.53059 -0.79862 5.35430 0.5405
H 2.67501 3.28372 -1.66604 0.6062
H 1.25312 2.39337 -3.76421 0.6344
C 1.65012 2.89507 3.70715 -1.8554
C 2.36979 1.79246 2.97718 0.9803
N 1.73212 1.20032 1.78635 -0.4621
C 3.61148 0.26254 1.19105 1.3915
C 4.61032 1.20707 1.87573 -0.5777
N 3.67978 2.26892 2.42130 0.0188
C 5.71655 0.84118 2.90853 0.6559
O 6.35615 -0.21146 2.67821 -0.7403
O 5.85289 1.69279 3.79261 -0.6783
C 4.27740 -0.81195 0.35422 0.0443
O 5.48972 -1.14763 0.70389 -0.6371
O 3.72497 -1.32512 -0.59487 -0.5220
H 0.67796 2.51635 4.01646 0.4681
H 1.49915 3.76059 3.05845 0.3523
H 2.21951 3.19352 4.59043 0.3427
H 4.22590 2.88317 3.03411 0.8094
H 5.81779 -0.73849 1.60583 0.5564
Te -1.41382 -0.31946 1.09577 -0.0527
O -1.77495 2.32617 0.61795 -0.6474
S -1.80577 1.94942 -0.82658 1.0406
C -1.79029 3.56904 -1.66455 -0.1438
C -1.75337 4.72419 -0.90405 -0.3597
C -1.53797 5.94610 -1.52587 -0.7229
C -1.34925 6.00384 -2.90008 -0.4937
C -1.39512 4.84017 -3.65652 -0.6258
C -1.61131 3.61860 -3.03937 -0.1639
C -3.53953 1.59747 -1.20024 0.3661
C -3.86089 0.82523 -2.30354 0.4819
C -5.19234 0.55833 -2.58430 -0.7967
C -6.18804 1.05341 -1.75336 -0.6001
C -5.85154 1.80293 -0.63307 -0.7237
C -4.52245 2.07481 -0.35183 -0.7863
H -1.87904 4.64305 0.16879 0.4738
H -1.49593 6.85249 -0.93463 0.4085
H -1.15699 6.95589 -3.37870 0.3859
H -1.23303 4.88579 -4.72661 0.4419
H -1.63166 2.70459 -3.62097 0.2475
H -3.06978 0.40899 -2.91619 0.1455
H -5.45538 -0.04748 -3.44236 0.4700
H -7.22819 0.84415 -1.96963 0.3851
H -6.62684 2.16959 0.02772 0.4121
H -4.22663 2.63372 0.52774 0.4606
```

=====

# 2
Molecular formula: C62H43ClN5O9
Method: DFT, ωB97M-V/def2-TZVPD

The total charge is +1. The frontier orbital gap is 8.230 eV. For the highest occupied orbital energy, the calculation gives -0.4135 Ha. For the relative energy (zero: lowest compared OMol25 entry of this formula, charge and spin), the calculation gives 0.0 kJ/mol. The largest force on an atom comes out at 2.7 eV/A. The value obtained for the total energy is -3799.417320 hartree.

Geometry as XYZ:
```
120
Properties=species:S:1:pos:R:3:mulliken_charge:R:1
N -2.37584 0.41255 -1.36080 -0.1613
C -2.24118 0.92371 -2.71748 -0.2769
C -2.98697 2.30731 -2.97734 -1.0011
N -4.09691 2.43994 -2.03568 0.1184
C -4.24952 3.07813 -0.88252 -0.0446
N -5.47549 2.84406 -0.41600 -0.6302
C -6.08764 2.03741 -1.27818 0.4960
N -7.31493 1.53219 -1.17843 -0.0770
C -7.79664 0.65380 -2.24408 -0.3691
C -9.12876 0.00280 -1.92679 0.2030
O -10.01699 0.06563 -2.69652 -0.3613
Cl -9.30853 -0.88360 -0.42036 -0.1317
N -5.23977 1.77392 -2.31663 -0.1099
H -2.11749 1.12435 -0.70213 -0.1457
H -3.28897 0.01606 -1.18034 0.1875
H -1.18814 1.11933 -2.91622 0.4355
H -2.69862 0.20356 -3.39747 0.2372
H -2.31155 3.15776 -2.90780 0.3914
H -3.39823 2.27987 -3.98898 0.3706
H -3.46659 3.68514 -0.45244 0.4972
H -7.85812 1.77674 -0.36411 0.3022
H -7.05698 -0.15315 -2.36478 0.3218
H -7.82994 1.23169 -3.17074 0.3577
H -5.32710 1.23038 -3.16118 0.3030
C -3.54567 -6.45737 -7.11044 -0.5012
C -3.98412 -5.13987 -7.18988 -0.5336
C -3.60015 -4.22133 -6.22755 -0.4343
C -2.78548 -4.61891 -5.17457 0.2217
C -2.36329 -5.94917 -5.08267 0.0746
C -2.73789 -6.86116 -6.05961 -0.5965
C -1.52462 -6.41046 -3.93465 0.5386
O -1.15674 -7.56209 -3.86023 -0.6482
C -1.16284 -5.42114 -2.88202 0.5090
C -0.43274 -5.82782 -1.76980 -0.8414
C -0.08658 -4.90661 -0.79173 -0.7923
C -0.46183 -3.57198 -0.92367 -0.3523
C -1.18890 -3.16792 -2.02678 -0.6322
C -1.54915 -4.08791 -3.00402 0.0929
C -2.36202 -3.62610 -4.15660 0.4031
O -2.66466 -2.44760 -4.23797 -0.7226
H -3.83948 -7.17143 -7.86843 0.4083
H -4.62431 -4.83075 -8.00576 0.4054
H -3.93607 -3.19535 -6.29201 0.4378
H -2.40098 -7.88682 -5.99566 0.4848
H -0.14019 -6.86398 -1.66714 0.4889
H 0.47643 -5.22604 0.07516 0.5002
H -0.18766 -2.85165 -0.16513 0.6849
H -1.48476 -2.13220 -2.12685 0.7774
C 4.30927 -1.15184 -3.28242 -0.5836
C 5.60177 -0.65495 -3.14707 -0.5025
C 6.19605 -0.59449 -1.89773 -0.7976
C 5.49650 -1.02019 -0.77584 0.7205
C 4.19067 -1.49693 -0.90856 0.1927
C 3.60475 -1.57107 -2.16646 -0.7712
C 3.40770 -1.91203 0.28609 0.3684
O 2.27189 -2.32717 0.16915 -0.5820
C 4.04079 -1.79515 1.62712 0.0227
C 3.30554 -2.12315 2.76016 -0.5715
C 3.88724 -2.02935 4.01363 -0.7119
C 5.20961 -1.61579 4.14060 -0.6428
C 5.94540 -1.28259 3.01522 -0.6130
C 5.36227 -1.36178 1.75683 0.9948
C 6.15466 -0.96578 0.55877 0.1687
O 7.30610 -0.60033 0.66906 -0.6636
H 3.85065 -1.20676 -4.26124 0.4252
H 6.14602 -0.31683 -4.01907 0.4106
H 7.20273 -0.21337 -1.79240 0.5136
H 2.59771 -1.95320 -2.27028 0.6651
H 2.27819 -2.44784 2.66160 0.6031
H 3.31170 -2.28050 4.89511 0.4817
H 5.66442 -1.54996 5.12022 0.4271
H 6.97213 -0.95657 3.11378 0.5057
C -1.51712 0.32844 1.25234 -0.8380
C -1.08402 1.58923 1.65590 -0.3440
C -0.79756 1.83453 2.99004 -0.8257
C -0.95490 0.82532 3.93001 0.0314
C -1.41165 -0.43317 3.53125 -0.0512
C -1.67997 -0.67975 2.19146 -1.1248
C -1.63173 -1.51658 4.53300 0.7582
O -2.02422 -2.60982 4.18225 -0.6754
C -1.36658 -1.22038 5.96653 0.0635
C -1.61856 -2.19743 6.92177 -0.5363
C -1.36389 -1.93990 8.25826 -0.5051
C -0.84764 -0.70765 8.64654 -0.5178
C -0.59933 0.27216 7.69998 -0.5496
C -0.86571 0.02436 6.35942 0.1826
C -0.62578 1.09975 5.35876 0.7413
O -0.17864 2.17590 5.69285 -0.6598
H -1.73239 0.14242 0.17860 1.4506
H -0.96309 2.38477 0.92433 0.6213
H -0.45462 2.81459 3.29664 0.5293
H -2.02033 -1.66016 1.88314 0.5852
H -2.01676 -3.15662 6.62007 0.4834
H -1.56548 -2.70032 9.00120 0.4132
H -0.64302 -0.51149 9.69081 0.4128
H -0.20235 1.23170 8.00209 0.4861
C 3.23725 8.80207 -0.50092 -0.5087
C 1.89627 8.48292 -0.31452 -0.5065
C 1.53838 7.22363 0.13608 -0.5767
C 2.51884 6.27251 0.39204 0.1734
C 3.86359 6.58671 0.18253 0.0915
C 4.21832 7.85646 -0.25377 -0.5002
C 4.92822 5.56795 0.40504 0.6382
O 6.09523 5.84167 0.22687 -0.6511
C 4.52201 4.20371 0.84316 0.1206
C 5.49239 3.22325 1.00231 -1.3485
C 5.13172 1.95349 1.42170 0.0402
C 3.79876 1.65944 1.69286 0.3044
C 2.82583 2.63252 1.53078 -1.2487
C 3.18106 3.90442 1.09689 0.0147
C 2.12167 4.92928 0.89304 0.7950
O 0.95464 4.67204 1.12607 -0.7044
H 3.51564 9.78966 -0.84448 0.3994
H 1.13088 9.22009 -0.51939 0.4052
H 0.49630 6.97704 0.28682 0.4606
H 5.26077 8.10240 -0.40319 0.4818
H 6.52893 3.45224 0.79505 0.5168
H 5.89030 1.19083 1.54065 0.3228
H 3.51975 0.66747 2.02806 0.5453
H 1.78942 2.40202 1.73780 0.6582
```